Density functional theory data (wB97M-V/def2-TZVPD) for a 5-piece molecular cluster, C30H67Br2F3N4O2 overall.

Summary:
Frontier orbital gap ... 8.10 eV
HOMO level ... -7.983 eV
SMILES string ... COC(=O)CC[C@@](F)(Br)C(F)(F)Br.CCN(CC)CC.CCN(CC)CC.CCN(CC)CC.CCN(CC)CC

Geometry (Å):
Br1 -8.572 -0.904 -2.118
Br2 -7.831 -2.186 -6.566
F1 -7.781 -3.149 -3.286
F2 -9.653 -2.671 -4.738
F3 -9.338 -0.613 -4.965
O1 -4.514 1.237 -3.433
O2 -3.649 -0.195 -4.873
N1 -0.889 1.647 -0.436
N2 1.013 -3.277 1.466
N3 6.208 3.531 -1.544
N4 -1.563 -1.456 5.379
C1 -0.056 -2.902 -0.833
C2 -0.163 -2.903 0.697
C3 0.813 -0.529 5.134
C4 0.371 1.669 0.285
C5 7.905 2.288 -2.871
C6 -8.711 -1.752 -4.884
C7 -6.330 -1.457 -3.845
C8 -1.867 -0.051 3.261
C9 -1.708 2.824 -0.207
C10 1.421 -4.656 1.264
C11 1.396 2.746 -0.086
C12 4.858 1.389 -1.170
C13 -2.082 -1.363 4.026
C14 -7.782 -1.843 -3.639
C15 -0.817 1.189 -1.814
C16 -3.127 2.665 -0.728
C17 7.520 2.911 -1.537
C18 5.108 2.679 -1.960
C19 5.954 4.356 -0.374
C20 2.994 -2.186 0.251
C21 -6.123 -0.080 -4.514
C22 2.084 -2.296 1.483
C23 -2.057 -0.465 6.317
C24 2.460 -5.133 2.268
C25 -3.576 -0.426 6.414
C26 -0.292 2.165 -2.874
C27 -0.131 -1.686 5.483
C28 -3.095 -1.332 -4.196
C29 -4.695 0.383 -4.208
C30 5.891 3.667 0.994
H1 5.026 4.914 -0.531
H2 -2.067 -1.145 -3.880
H3 -3.978 -1.410 6.660
H4 -3.725 3.535 -0.450
H5 4.340 1.572 -0.229
H6 -1.674 -2.189 3.436
H7 4.189 3.272 -1.972
H8 2.717 -2.499 2.352
H9 3.307 -3.160 -0.130
H10 -1.056 -2.836 -1.269
H11 -3.157 -1.563 4.058
H12 -5.886 -1.391 -2.853
H13 1.823 -0.764 5.479
H14 5.264 2.408 -3.008
H15 0.140 1.770 1.351
H16 0.081 -1.995 6.513
H17 -3.877 0.268 7.199
H18 -3.046 -2.152 -4.915
H19 0.517 0.406 5.610
H20 -1.266 3.732 -0.645
H21 3.413 -4.614 2.151
H22 0.407 -3.812 -1.217
H23 4.219 0.722 -1.754
H24 1.885 2.507 -1.030
H25 -0.973 -3.586 0.978
H26 -4.037 -0.085 5.485
H27 -6.229 -0.115 -5.599
H28 5.784 0.854 -0.957
H29 0.876 -0.368 4.058
H30 5.932 4.419 1.785
H31 -0.714 3.164 -2.761
H32 0.133 -2.552 4.869
H33 6.738 5.120 -0.332
H34 -2.073 0.830 3.872
H35 -1.692 0.547 6.084
H36 -1.766 2.998 0.872
H37 -0.569 1.807 -3.869
H38 0.506 -2.043 -1.199
H39 0.849 0.687 0.195
H40 1.651 -1.313 1.692
H41 3.899 -1.637 0.521
H42 -0.854 0.027 2.869
H43 -0.501 -1.915 1.026
H44 8.261 3.683 -1.310
H45 -2.543 -0.014 2.403
H46 7.272 1.436 -3.124
H47 6.726 2.984 1.152
H48 0.960 3.744 -0.155
H49 -6.785 0.697 -4.139
H50 7.615 2.147 -0.750
H51 2.175 2.784 0.680
H52 -1.672 -0.713 7.310
H53 -5.837 -2.218 -4.445
H54 -0.219 0.272 -1.848
H55 0.794 2.243 -2.855
H56 1.804 -4.832 0.247
H57 -3.669 -1.652 -3.329
H58 7.840 3.020 -3.678
H59 0.539 -5.292 1.378
H60 2.515 -1.634 -0.556
H61 4.960 3.117 1.128
H62 -1.818 0.868 -2.117
H63 2.652 -6.197 2.122
H64 2.111 -4.990 3.292
H65 8.933 1.926 -2.826
H66 -3.155 2.587 -1.814
H67 -3.605 1.780 -0.304

Atom charges from the Mulliken analysis, given in e for atoms 1 to 5: Br -0.058; Br -0.131; F -0.315; F -0.228; F -0.203

---

Density functional theory data (wB97M-V/def2-TZVPD) for a 3-piece molecular cluster, C30H68N8O8P2 overall.

Summary:
Frontier orbital gap ... 7.79 eV
HOMO level ... -7.832 eV
SMILES string ... CCCN[C@H]1[C@@](C)(CCC)OC(=O)[C@]1(CCCCCOC(C)=O)ON=O.CN(C)P(=O)(N(C)C)N(C)C.CN(C)P(=O)(N(C)C)N(C)C

Geometry (Å):
P1 -2.102 -2.529 -4.071
P2 1.853 -2.903 3.976
O1 -3.702 3.372 1.963
O2 -0.763 4.536 -3.378
O3 -4.903 5.233 1.958
O4 1.255 0.947 -2.558
O5 -0.599 3.357 -1.640
O6 -2.853 -2.078 -2.825
O7 2.509 2.725 -1.934
O8 2.528 -1.665 3.408
N1 -3.340 -3.594 -4.635
N2 3.274 -3.725 4.481
N3 1.013 3.452 1.361
N4 1.161 -3.414 2.478
N5 0.872 -4.075 4.786
N6 -1.035 -3.209 -5.251
N7 -0.173 3.622 -2.945
N8 -1.991 -0.999 -4.837
C1 -0.474 -2.580 -6.429
C2 2.766 3.228 -0.571
C3 4.091 -4.664 3.750
C4 -0.571 -4.016 4.568
C5 -4.328 2.212 1.381
C6 -3.559 0.931 1.775
C7 -1.152 -0.024 -4.150
C8 1.487 -4.629 1.769
C9 1.287 -5.283 5.469
C10 -4.167 4.528 1.372
C11 0.939 6.798 3.026
C12 -1.296 1.565 0.822
C13 -3.740 4.858 -0.063
C14 3.453 1.762 2.534
C15 -0.846 -4.657 -5.239
C16 -2.900 -0.378 -5.770
C17 4.005 -3.092 5.570
C18 -4.203 -4.178 -3.610
C19 3.467 4.568 -0.900
C20 1.425 1.930 -1.955
C21 0.360 2.541 -0.939
C22 1.219 5.979 1.729
C23 -0.254 1.289 -0.298
C24 4.316 2.387 1.392
C25 3.634 2.098 0.020
C26 0.868 -2.356 1.510
C27 -4.093 -3.437 -5.857
C28 1.713 4.530 2.062
C29 1.297 3.427 -0.067
C30 -2.495 0.584 0.703
H1 2.755 5.204 -1.442
H2 2.423 1.573 2.205
H3 1.484 -5.500 2.427
H4 1.574 -6.067 4.761
H5 3.436 -3.166 6.507
H6 -1.676 2.594 0.844
H7 0.110 -2.689 0.796
H8 -4.995 -3.486 -3.300
H9 0.476 -5.679 6.087
H10 2.108 -5.110 6.163
H11 1.526 4.374 3.139
H12 -3.446 -3.229 -6.712
H13 -5.380 2.186 1.707
H14 0.780 7.842 2.727
H15 -2.330 0.192 -6.513
H16 -1.085 -5.079 -4.265
H17 4.244 4.323 -1.640
H18 0.506 0.582 0.062
H19 3.055 1.165 0.073
H20 0.339 5.986 1.070
H21 1.845 6.769 3.648
H22 1.762 -2.057 0.949
H23 3.860 0.764 2.757
H24 2.061 6.500 1.243
H25 -0.037 -1.607 -6.215
H26 -4.608 -4.369 -6.113
H27 4.574 3.441 1.552
H28 -4.319 2.245 0.277
H29 -3.259 4.004 -0.557
H30 3.872 5.064 -0.012
H31 1.048 4.434 -0.478
H32 0.729 -4.845 1.009
H33 -3.628 -4.456 -2.729
H34 0.195 -4.923 -5.446
H35 -3.605 0.305 -5.277
H36 -4.282 0.117 1.926
H37 0.465 -1.475 2.007
H38 5.270 1.837 1.384
H39 -3.041 1.061 2.739
H40 4.461 -5.437 4.433
H41 4.969 -3.571 5.745
H42 2.452 -4.557 1.251
H43 -4.673 -5.094 -3.981
H44 -0.883 -4.739 3.808
H45 -1.222 -2.473 -7.221
H46 -2.164 -0.463 0.771
H47 -0.815 1.343 1.787
H48 0.023 3.670 1.449
H49 4.955 -4.184 3.271
H50 -1.417 0.062 -3.092
H51 0.086 6.364 3.563
H52 4.449 1.935 -0.705
H53 -4.859 -2.657 -5.771
H54 -0.098 -0.315 -4.215
H55 3.413 2.394 3.430
H56 -1.120 -4.230 5.490
H57 -0.882 -3.024 4.246
H58 0.350 -3.175 -6.833
H59 -2.924 0.697 -0.309
H60 -1.479 -5.142 -5.989
H61 -4.653 5.149 -0.598
H62 4.196 -2.033 5.369
H63 -1.234 0.971 -4.590
H64 2.801 4.509 1.941
H65 -3.078 5.734 -0.075
H66 3.551 -5.216 2.987
H67 -0.794 0.767 -1.105
H68 -3.477 -1.085 -6.359

Atom charges from the Mulliken analysis, given in e for atoms 1 to 5: P 0.951; P 0.910; O -0.300; O -0.435; O -0.544